Below is a cluster of 2 separate species, CH2INOS2 in total in a non-equilibrium geometry, with properties calculated with ωB97M-V/def2-TZVPD.

Each atom is followed by the atoms it is bonded to, with distances in Å.
Cartesian coordinates (Å):
1 C 1.533 1.473 0.498  O3 1.168, I6 2.111, H7 1.139
2 N 1.146 -1.337 1.430  S5 1.431
3 O 0.752 2.252 0.883  C1 1.168
4 S -1.721 -0.837 0.387  S5 2.243, H8 1.389
5 S 0.240 -1.919 0.487  N2 1.431, S4 2.243
6 I 2.854 2.209 -0.976  C1 2.111
7 H 1.576 0.411 0.908  C1 1.139
8 H -1.308 0.269 1.120  S4 1.389

Results
Kohn-Sham gap, eV: 8.07
Lowest unoccupied orbital energy, eV: -1.6465